Molecular formula: C40H89N2O17P
Method: DFT, the ωB97M-V functional and the def2-TZVPD basis

Cartesian coordinates (Å):
1 C -1.637 -1.990 0.560
2 C -1.171 -0.471 0.305
3 C -2.275 0.621 0.803
4 N -3.662 0.331 0.397
5 C -4.123 0.874 -0.881
6 O -4.561 0.056 -1.982
7 C -4.107 -1.302 -1.968
8 C -2.740 -1.494 -2.837
9 C -5.556 1.546 -0.423
10 O -6.635 0.909 -0.272
11 N -5.401 3.018 -0.250
12 C -4.034 3.521 -0.696
13 C -3.503 2.221 -1.514
14 C -2.013 2.220 -2.105
15 C -1.067 3.363 -1.426
16 C 0.502 3.012 -1.512
17 P 1.215 3.268 0.247
18 O 0.709 2.051 1.062
19 O 2.907 3.412 0.266
20 C 3.547 2.653 -0.797
21 C 3.381 1.069 -0.625
22 O 0.606 4.759 0.830
23 C 0.162 4.657 2.209
24 C -1.450 4.523 2.274
25 H -0.729 -2.639 0.862
26 H -2.115 -2.499 -0.336
27 H -2.308 -1.968 1.493
28 H -0.776 -0.262 -0.741
29 H -0.275 -0.301 1.016
30 H -2.245 0.518 1.956
31 H -1.874 1.666 0.590
32 H -4.338 0.482 1.159
33 H -4.892 -1.903 -2.571
34 H -4.063 -1.818 -0.956
35 H -1.801 -1.503 -2.195
36 H -2.830 -2.562 -3.275
37 H -2.696 -0.798 -3.740
38 H -5.370 3.196 0.773
39 H -4.342 4.221 -1.551
40 H -3.376 3.939 0.136
41 H -4.145 2.317 -2.472
42 H -1.503 1.202 -2.128
43 H -2.100 2.549 -3.210
44 H -1.322 3.507 -0.327
45 H -1.244 4.319 -2.037
46 H 1.025 3.729 -2.250
47 H 0.694 1.938 -1.852
48 H 4.679 2.866 -0.701
49 H 3.249 3.051 -1.827
50 H 4.073 0.572 -1.396
51 H 3.585 0.732 0.449
52 H 2.317 0.700 -0.874
53 H 0.705 3.881 2.838
54 H 0.393 5.679 2.696
55 H -1.855 4.775 3.324
56 H -1.831 3.528 1.868
57 H -1.871 5.349 1.585
58 C 7.999 -5.006 0.093
59 O 8.167 -3.661 0.500
60 C 8.141 -2.751 -0.595
61 C 7.601 -1.396 -0.153
62 O 6.184 -1.375 0.033
63 C 5.688 -2.060 1.185
64 C 5.997 -1.349 2.498
65 O 7.356 -1.554 2.871
66 C 7.879 -0.473 3.619
67 H 8.858 -5.336 -0.496
68 H 7.922 -5.623 0.989
69 H 7.076 -5.127 -0.484
70 H 7.519 -3.140 -1.410
71 H 9.171 -2.637 -0.954
72 H 7.797 -0.680 -0.958
73 H 8.119 -1.021 0.729
74 H 6.016 -3.099 1.198
75 H 4.600 -2.077 1.064
76 H 5.371 -1.764 3.296
77 H 5.779 -0.278 2.390
78 H 7.790 0.465 3.059
79 H 8.939 -0.663 3.797
80 H 7.364 -0.388 4.582
81 C -1.068 -1.605 -9.572
82 O -0.475 -2.452 -8.607
83 C 0.777 -2.977 -9.035
84 C 1.688 -3.234 -7.840
85 O 2.258 -2.046 -7.287
86 C 1.370 -1.200 -6.553
87 C 0.953 -1.776 -5.204
88 O -0.036 -2.786 -5.376
89 C 0.017 -3.772 -4.362
90 H -1.355 -2.177 -10.457
91 H -1.962 -1.161 -9.130
92 H -0.387 -0.794 -9.851
93 H 1.274 -2.286 -9.726
94 H 0.579 -3.922 -9.555
95 H 2.539 -3.825 -8.191
96 H 1.192 -3.827 -7.072
97 H 0.509 -0.913 -7.157
98 H 1.937 -0.283 -6.362
99 H 0.509 -0.984 -4.588
100 H 1.837 -2.176 -4.692
101 H 1.010 -4.234 -4.321
102 H -0.710 -4.549 -4.604
103 H -0.236 -3.335 -3.390
104 C 5.403 2.783 5.198
105 O 6.140 2.465 6.363
106 C 7.449 3.028 6.355
107 C 7.917 3.313 7.778
108 O 7.310 4.469 8.359
109 C 5.936 4.344 8.733
110 C 5.712 3.458 9.953
111 O 5.818 2.082 9.601
112 C 6.281 1.283 10.673
113 H 5.849 2.305 4.323
114 H 4.385 2.413 5.327
115 H 5.355 3.868 5.052
116 H 7.471 3.956 5.773
117 H 8.120 2.296 5.888
118 H 8.987 3.539 7.737
119 H 7.806 2.443 8.423
120 H 5.325 4.031 7.886
121 H 5.615 5.357 8.992
122 H 4.701 3.621 10.344
123 H 6.444 3.720 10.729
124 H 7.250 1.643 11.034
125 H 6.412 0.264 10.305
126 H 5.552 1.277 11.490
127 C -12.237 -3.998 -3.265
128 O -11.997 -2.960 -2.335
129 C -12.483 -3.270 -1.033
130 C -11.640 -2.579 0.034
131 O -10.370 -3.196 0.249
132 C -9.393 -3.013 -0.779
133 C -8.833 -1.597 -0.846
134 O -9.764 -0.719 -1.472
135 C -9.655 0.611 -0.999
136 H -13.309 -4.109 -3.445
137 H -11.743 -3.735 -4.201
138 H -11.814 -4.945 -2.912
139 H -12.470 -4.352 -0.859
140 H -13.517 -2.909 -0.973
141 H -12.170 -2.669 0.987
142 H -11.531 -1.513 -0.163
143 H -9.772 -3.347 -1.746
144 H -8.570 -3.685 -0.518
145 H -7.919 -1.592 -1.451
146 H -8.594 -1.254 0.168
147 H -9.790 0.649 0.087
148 H -10.447 1.203 -1.461
149 H -8.686 1.036 -1.273

The calculation puts the largest force on an atom at 5.2 eV/Å. Its molecular weight is 901.123 g mol⁻¹. For the LUMO energy, the calculation gives 0.013 hartree. The value obtained for the HOMO energy is -8.625 eV. Its SMILES is CCCN[C@@]1(OCC)C(=O)NC[C@H]1CCCP(=O)(OCC)OCC.COCCOCCOC.COCCOCCOC.COCCOCCOC.COCCOCCOC.

Molecular formula: C40H89NOSi
Method: DFT, the ωB97M-V functional and the def2-TZVPD basis

Cartesian coordinates (Å):
1 C -1.503 1.800 2.478
2 C -0.680 1.378 1.162
3 C -1.521 1.504 -0.209
4 C -2.196 0.081 -0.598
5 C -3.530 -0.225 0.215
6 C -4.413 -1.430 -0.352
7 C -3.593 -2.636 -0.999
8 C -2.988 -3.668 0.104
9 C -1.438 -3.996 -0.105
10 C -0.417 -3.141 0.782
11 C -0.936 -2.290 2.023
12 C -1.163 -3.523 3.050
13 Si -2.020 -3.109 4.713
14 C -0.834 -2.468 6.074
15 C -3.434 -1.830 4.343
16 C -2.945 -4.731 5.263
17 N 0.190 -4.148 3.029
18 C 0.593 -4.120 1.604
19 O 1.585 -4.730 1.146
20 H -0.770 2.117 3.308
21 H -2.168 2.713 2.300
22 H -2.106 0.939 2.933
23 H 0.192 2.124 1.065
24 H -0.207 0.345 1.211
25 H -0.781 1.849 -1.009
26 H -2.318 2.309 -0.015
27 H -1.369 -0.698 -0.427
28 H -2.346 0.124 -1.736
29 H -4.182 0.722 0.128
30 H -3.297 -0.305 1.339
31 H -5.246 -1.022 -1.032
32 H -4.975 -1.873 0.552
33 H -4.347 -3.224 -1.642
34 H -2.785 -2.302 -1.748
35 H -3.552 -4.656 -0.078
36 H -3.282 -3.335 1.148
37 H -1.282 -5.100 0.112
38 H -1.203 -3.857 -1.222
39 H 0.154 -2.484 0.053
40 H -1.985 -1.861 1.964
41 H -0.167 -1.499 2.321
42 H -1.866 -4.327 2.610
43 H -0.031 -3.238 6.334
44 H -0.275 -1.510 5.789
45 H -1.394 -2.243 7.055
46 H -3.775 -2.051 3.263
47 H -3.065 -0.753 4.347
48 H -4.353 -2.002 4.998
49 H -2.436 -5.071 6.221
50 H -2.811 -5.501 4.434
51 H -4.067 -4.536 5.404
52 H 0.314 -5.049 3.502
53 C 0.645 5.597 3.529
54 C 1.373 5.093 2.292
55 C 2.611 4.257 2.623
56 C 3.714 5.002 3.382
57 C 4.253 6.252 2.683
58 C 4.913 5.952 1.344
59 H 1.271 6.262 4.127
60 H -0.246 6.159 3.236
61 H 0.326 4.762 4.158
62 H 1.640 5.939 1.652
63 H 0.681 4.473 1.712
64 H 3.019 3.850 1.692
65 H 2.305 3.393 3.222
66 H 4.543 4.307 3.555
67 H 3.348 5.284 4.374
68 H 4.992 6.723 3.340
69 H 3.454 6.988 2.546
70 H 5.745 5.254 1.469
71 H 5.307 6.872 0.905
72 H 4.205 5.524 0.630
73 C -5.162 0.389 -7.493
74 C -4.971 0.009 -6.031
75 C -3.871 0.815 -5.337
76 C -2.466 0.631 -5.919
77 C -1.953 -0.810 -5.934
78 C -1.822 -1.411 -4.541
79 H -4.264 0.193 -8.083
80 H -5.978 -0.192 -7.930
81 H -5.414 1.449 -7.590
82 H -4.768 -1.064 -5.953
83 H -5.914 0.181 -5.500
84 H -3.863 0.557 -4.273
85 H -4.127 1.879 -5.388
86 H -1.770 1.250 -5.341
87 H -2.438 1.025 -6.940
88 H -0.970 -0.822 -6.415
89 H -2.602 -1.441 -6.550
90 H -1.139 -0.820 -3.926
91 H -1.423 -2.427 -4.607
92 H -2.787 -1.469 -4.033
93 C 9.181 5.149 0.540
94 C 9.786 5.392 1.916
95 C 8.998 6.402 2.752
96 C 8.922 7.814 2.163
97 C 10.274 8.483 1.905
98 C 11.091 8.692 3.173
99 H 9.172 6.059 -0.065
100 H 9.763 4.399 -0.001
101 H 8.155 4.782 0.626
102 H 10.828 5.712 1.809
103 H 9.814 4.440 2.458
104 H 9.434 6.446 3.754
105 H 7.975 6.030 2.884
106 H 8.341 8.442 2.849
107 H 8.356 7.791 1.227
108 H 10.093 9.458 1.441
109 H 10.855 7.903 1.180
110 H 10.545 9.310 3.890
111 H 12.029 9.200 2.936
112 H 11.343 7.744 3.652
113 C -3.394 -5.543 -4.998
114 C -3.815 -5.883 -3.575
115 C -3.154 -7.154 -3.038
116 C -3.494 -8.436 -3.804
117 C -4.986 -8.767 -3.885
118 C -5.619 -9.014 -2.523
119 H -3.686 -6.324 -5.704
120 H -3.869 -4.613 -5.320
121 H -2.311 -5.408 -5.061
122 H -4.906 -5.965 -3.523
123 H -3.541 -5.047 -2.921
124 H -3.426 -7.274 -1.984
125 H -2.067 -7.021 -3.055
126 H -2.970 -9.272 -3.327
127 H -3.092 -8.372 -4.820
128 H -5.106 -9.669 -4.496
129 H -5.526 -7.971 -4.408
130 H -5.121 -9.838 -2.007
131 H -6.673 -9.277 -2.641
132 H -5.571 -8.127 -1.888

The calculation puts the largest force on an atom at 3.9 eV/Å. Its molecular weight is 628.244 g mol⁻¹. For the LUMO energy, the calculation gives 0.022 hartree. The value obtained for the HOMO energy is -9.114 eV. Its SMILES is CCCCCCCCC[C@H]1C[C@H]([Si](C)(C)C)NC1=O.CCCCCC.CCCCCC.CCCCCC.CCCCCC.

Molecular formula: C40H90F6N8O12S6
Method: DFT, the ωB97M-V functional and the def2-TZVPD basis

Cartesian coordinates (Å):
1 C -6.855 0.447 14.862
2 C -5.500 1.066 14.403
3 C -5.258 0.775 12.892
4 N -3.865 1.128 12.452
5 C -3.334 2.479 13.121
6 C -2.794 0.020 12.692
7 C -1.682 0.306 11.667
8 C -2.291 1.124 10.537
9 C -3.769 1.119 10.876
10 H -7.712 0.966 14.435
11 H -6.797 0.325 15.944
12 H -7.032 -0.549 14.455
13 H -4.855 0.546 15.111
14 H -5.449 2.136 14.607
15 H -5.832 1.435 12.242
16 H -5.305 -0.295 12.691
17 H -3.162 2.355 14.191
18 H -4.200 3.109 12.918
19 H -2.446 3.006 12.770
20 H -2.294 0.035 13.660
21 H -3.292 -0.936 12.529
22 H -0.855 0.724 12.241
23 H -1.335 -0.561 11.105
24 H -1.862 2.116 10.678
25 H -1.972 0.613 9.628
26 H -4.300 2.034 10.614
27 H -4.320 0.227 10.578
28 C -13.139 -1.768 19.871
29 C -12.302 -0.665 20.635
30 C -12.641 0.727 20.083
31 N -11.731 1.840 20.650
32 C -11.998 3.075 19.723
33 C -10.141 1.514 20.663
34 C -9.626 2.109 22.001
35 C -10.835 2.906 22.643
36 C -12.033 2.148 22.180
37 H -14.192 -1.520 20.007
38 H -12.984 -2.760 20.294
39 H -12.840 -1.727 18.823
40 H -11.286 -1.058 20.643
41 H -12.756 -0.660 21.626
42 H -13.632 0.955 20.476
43 H -12.815 0.791 19.009
44 H -13.023 3.367 19.949
45 H -11.697 2.846 18.701
46 H -11.344 3.906 19.986
47 H -9.764 2.024 19.776
48 H -9.839 0.469 20.597
49 H -8.739 2.739 21.923
50 H -9.229 1.258 22.556
51 H -11.057 3.952 22.430
52 H -10.694 3.027 23.717
53 H -12.983 2.611 22.447
54 H -12.121 1.207 22.723
55 C -5.048 -5.222 24.582
56 C -4.879 -5.375 23.072
57 C -5.744 -6.531 22.560
58 N -5.835 -6.654 21.008
59 C -4.421 -6.750 20.431
60 C -6.586 -5.481 20.458
61 C -7.169 -5.992 19.140
62 C -7.017 -7.509 19.094
63 C -6.716 -7.829 20.521
64 H -4.397 -5.961 25.049
65 H -6.085 -5.401 24.867
66 H -4.805 -4.274 25.062
67 H -3.886 -5.593 22.679
68 H -5.333 -4.454 22.704
69 H -6.743 -6.518 22.996
70 H -5.256 -7.443 22.904
71 H -3.981 -7.701 20.731
72 H -3.905 -5.810 20.632
73 H -4.500 -6.986 19.370
74 H -5.861 -4.680 20.317
75 H -7.366 -5.396 21.216
76 H -6.573 -5.377 18.466
77 H -8.171 -5.613 18.941
78 H -6.388 -7.895 18.292
79 H -8.034 -7.875 18.955
80 H -6.296 -8.810 20.742
81 H -7.689 -7.917 21.004
82 C 1.822 -8.688 23.416
83 C 1.566 -7.613 22.410
84 C 1.358 -6.301 23.032
85 N 0.882 -5.154 22.044
86 C -0.558 -5.339 21.505
87 C 1.001 -3.783 22.589
88 C 1.414 -2.886 21.441
89 C 1.728 -3.758 20.199
90 C 1.868 -5.075 20.802
91 H 0.956 -8.703 24.078
92 H 2.638 -8.424 24.088
93 H 1.986 -9.645 22.922
94 H 0.534 -7.854 22.158
95 H 2.288 -7.642 21.594
96 H 2.338 -6.055 23.439
97 H 0.678 -6.450 23.871
98 H -1.198 -5.497 22.374
99 H -0.556 -6.225 20.872
100 H -0.871 -4.493 20.893
101 H 0.122 -3.552 23.190
102 H 1.867 -3.785 23.250
103 H 0.559 -2.322 21.069
104 H 2.258 -2.244 21.692
105 H 0.923 -3.647 19.473
106 H 2.623 -3.452 19.656
107 H 1.868 -5.846 20.031
108 H 2.853 -5.284 21.220
109 C -3.105 -2.037 23.007
110 C -3.217 -0.931 22.019
111 C -4.512 -1.035 21.184
112 N -4.864 0.217 20.291
113 C -3.748 0.380 19.211
114 C -5.101 1.528 21.123
115 C -5.889 2.508 20.289
116 C -6.723 1.682 19.346
117 C -6.292 0.133 19.590
118 H -3.901 -1.817 23.718
119 H -2.158 -1.823 23.502
120 H -2.983 -3.040 22.599
121 H -2.260 -0.851 21.503
122 H -3.067 0.069 22.427
123 H -5.343 -0.980 21.888
124 H -4.549 -1.973 20.631
125 H -3.262 1.352 19.284
126 H -4.293 0.426 18.268
127 H -3.054 -0.459 19.162
128 H -4.093 1.735 21.484
129 H -5.564 1.367 22.097
130 H -5.384 3.257 19.678
131 H -6.389 3.114 21.045
132 H -6.582 1.999 18.313
133 H -7.782 1.918 19.455
134 H -6.189 -0.395 18.642
135 H -6.975 -0.295 20.324
136 N -7.913 -1.541 22.556
137 S -7.591 -1.595 24.013
138 O -6.516 -2.426 24.494
139 O -8.585 -1.032 24.936
140 F -6.675 -0.285 23.844
141 S -8.767 -3.048 22.778
142 O -10.133 -2.992 23.275
143 O -8.012 -4.214 23.142
144 F -8.990 -3.456 21.176
145 N -6.003 4.978 25.221
146 S -6.677 5.986 26.127
147 O -7.549 5.535 27.228
148 O -7.256 7.130 25.449
149 F -5.399 6.521 26.920
150 S -7.149 4.596 24.062
151 O -7.219 5.522 22.919
152 O -8.403 4.083 24.536
153 F -6.349 3.292 23.466
154 N -4.004 -2.579 18.271
155 S -4.660 -3.250 17.072
156 O -4.821 -4.731 17.169
157 O -4.395 -2.645 15.816
158 F -6.158 -2.824 17.519
159 S -2.405 -2.924 17.794
160 O -2.195 -4.044 16.864
161 O -1.403 -2.712 18.803
162 F -2.125 -1.699 16.856

The calculation puts the largest force on an atom at 12.0 eV/Å. Its molecular weight is 1181.594 g mol⁻¹. For the LUMO energy, the calculation gives -0.142 hartree. The calculation puts the energy relative to the best compared isomer or geometry (same formula, charge and spin) at 2.221 eV. The value obtained for the HOMO energy is -10.499 eV. As for the total charge: +2.